No. 1
This record from the OMol25 dataset describes a cluster of 2 separate species, C7H15N2O in total in a non-equilibrium geometry. The level of theory is ωB97M-V with the def2-TZVPD basis set.

```
! wB97M-V def2-TZVPD RIJCOSX def2/J DEFGRID3
* xyz 1 1
O 1.389 -0.411 0.150
N -0.666 -0.179 0.723
N 1.737 0.220 -2.603
C -0.765 -1.867 2.390
C 0.251 0.032 -0.214
C 1.363 -0.882 1.504
C 0.476 0.685 -2.302
C 0.174 2.098 -2.222
C -2.001 0.300 0.498
C -0.013 -0.596 1.979
H 0.170 2.658 -3.106
H -2.395 1.121 1.164
H 2.093 -0.624 -3.164
H 1.575 -1.964 1.628
H 0.888 2.717 -1.665
H -2.784 -0.580 0.584
H 2.451 0.778 -2.199
H -0.871 2.352 -1.854
H 2.101 -0.333 2.002
H -0.262 -2.311 3.156
H -0.648 -2.518 1.567
H -2.151 0.788 -0.566
H -1.752 -1.731 2.597
H -0.401 0.071 -2.768
H 0.038 0.175 2.722
*
```

Output
HOMO-LUMO gap   10.63 eV
E   -12520.8871 eV
Energy relative to the best compared isomer or geometry (same formula, charge and spin)   87.1 kcal/mol
Highest occupied orbital energy   -13.4 eV

Atomic partial charges in e from the Mulliken method, atoms 1 to 4: atom 1 (O): -0.35, atom 2 (N): 0.16, atom 3 (N): -0.37, atom 4 (C): -1.80


No. 2
This record from the OMol25 dataset describes the ion C20H18F2N3O3 with charge +1 in a non-equilibrium geometry. The level of theory is ωB97M-V with the def2-TZVPD basis set.

```
! wB97M-V def2-TZVPD RIJCOSX def2/J DEFGRID3
* xyz 1 1
F -1.494 5.300 0.181
F -0.259 -4.238 0.155
O 5.785 1.612 -0.167
O 6.352 -0.529 0.004
O 4.374 -2.282 0.166
N -2.043 -2.273 -0.011
N -4.098 -0.306 -0.256
N 1.764 0.864 0.037
C 3.103 1.057 -0.012
C 0.085 2.223 1.169
C -0.730 3.339 1.210
C 1.261 -0.411 0.062
C 0.913 2.009 0.072
C 3.609 -1.326 0.102
C 0.141 4.043 -0.940
C -3.366 -0.374 0.988
C -0.125 -0.641 0.006
C 5.481 0.455 -0.059
C 2.142 -1.509 0.108
C 0.275 -2.999 0.117
C -0.621 -1.924 0.037
C -3.232 -0.535 -1.390
C -2.854 -1.802 1.156
C -2.725 -1.972 -1.309
C 1.632 -2.806 0.142
C 4.021 0.057 0.007
C 0.951 2.923 -0.975
C -0.694 4.232 0.150
H -2.033 -2.191 -2.123
H -3.815 -0.439 -2.307
H -0.780 0.208 -0.073
H -1.373 3.533 2.053
H -3.589 -2.636 -1.379
H -4.049 -0.167 1.814
H 3.448 2.082 -0.053
H 2.319 -3.638 0.185
H -2.391 0.175 -1.452
H -2.032 -3.300 0.060
H -2.251 -1.900 2.060
H 0.154 4.768 -1.738
H 5.919 -1.412 0.085
H -2.538 0.351 1.050
H 1.611 2.756 -1.811
H -3.722 -2.461 1.228
H 0.095 1.527 1.996
H -4.621 0.555 -0.343
*
```

Output
SMILES   O=C(O)c1cn(-c2ccc(F)cc2)c2cc([NH+]3CCNCC3)c(F)cc2c1=O
HOMO-LUMO gap   8.13 eV
E   -37074.2153 eV
Energy relative to the best compared isomer or geometry (same formula, charge and spin)   0.0 kcal/mol
Highest occupied orbital energy   -11.8 eV

Atomic partial charges in e from the Mulliken method, atoms 1 to 4: atom 1 (F): -0.31, atom 2 (F): -0.35, atom 3 (O): -0.58, atom 4 (O): -0.53


No. 3
This record from the OMol25 dataset describes the molecule CH3N5O2 in a non-equilibrium geometry. The level of theory is ωB97M-V with the def2-TZVPD basis set.

```
! wB97M-V def2-TZVPD RIJCOSX def2/J DEFGRID3
* xyz 0 1
O -2.302 -0.169 -0.372
O -0.324 1.745 0.274
N 2.095 -0.338 -0.181
N -1.314 -1.008 -0.018
N 1.067 -1.194 0.173
N 0.275 0.752 -0.479
N 1.682 0.779 -0.444
C -0.152 -0.582 -0.137
H -0.425 1.433 1.235
H 1.354 -2.167 0.327
H -1.957 0.749 -0.378
*
```

Output
SMILES   O/N=c1/[nH]nnn1O
HOMO-LUMO gap   9.33 eV
E   -12625.3326 eV
Energy relative to the best compared isomer or geometry (same formula, charge and spin)   38.9 kcal/mol
Highest occupied orbital energy   -9.1 eV

Atomic partial charges in e from the Mulliken method, atoms 1 to 4: atom 1 (O): -0.32, atom 2 (O): -0.48, atom 3 (N): -0.16, atom 4 (N): -0.44


No. 4
This record from the OMol25 dataset describes a structure of composition C20H55F6N5NaO5P in a non-equilibrium geometry. The level of theory is ωB97M-V with the def2-TZVPD basis set.

```
! wB97M-V def2-TZVPD RIJCOSX def2/J DEFGRID3
* xyz 0 1
P -0.792 1.632 0.939
Na 2.959 2.355 6.024
F -1.936 2.684 0.390
F -0.190 2.926 1.781
F -1.443 0.332 0.147
F 0.295 0.624 1.687
F 0.241 1.822 -0.305
F -1.841 1.244 2.114
O 7.147 6.545 -0.338
O -0.615 -6.986 5.584
O 0.010 2.029 -10.163
O -7.769 7.526 6.450
O 1.152 -8.998 -2.546
N -6.745 6.053 3.913
N 1.303 3.136 -6.798
N -1.237 -4.034 5.578
N 6.893 4.009 2.171
N 3.621 -11.429 -3.959
C -2.180 -5.053 5.920
C 0.784 2.786 -9.215
C -0.422 -8.395 5.097
C -6.606 7.499 4.180
C 1.173 -7.779 -1.850
C -7.757 7.985 5.096
C -8.986 7.969 7.137
C -3.550 -4.486 5.417
C 2.435 -11.654 -1.780
C -6.499 8.315 2.921
C 2.435 -9.426 -3.015
C 0.312 0.686 -10.353
C -1.044 2.860 -7.146
C 7.750 3.675 -0.082
C 6.491 6.763 -1.569
C 2.433 -10.951 -3.173
C 6.505 5.768 0.611
C 7.477 4.694 1.104
C 0.355 2.573 -7.720
C -1.827 -6.437 5.223
H 3.291 -9.146 -2.401
H 8.498 2.892 0.040
H 0.597 3.842 -9.407
H 1.848 2.634 -9.397
H 1.498 -11.166 -3.690
H -7.612 5.868 3.430
H -7.303 8.112 2.214
H -4.337 -5.196 5.163
H 3.585 -10.788 -4.739
H 1.899 -7.844 -1.039
H -8.833 7.840 8.208
H -4.046 -3.706 5.996
H -1.683 -6.200 4.169
H 1.493 -7.047 -2.591
H -5.536 8.078 2.468
H -2.113 -5.197 6.998
H 1.151 4.132 -6.724
H 3.125 -11.308 -1.010
H -0.437 0.021 -9.924
H 6.841 3.078 -0.158
H 1.425 -11.565 -1.379
H 0.132 -7.671 -1.547
H 6.782 4.820 2.763
H 1.134 2.818 -5.855
H 2.692 -12.709 -1.878
H -1.455 -3.801 4.620
H 7.397 7.180 -2.008
H 2.705 -8.959 -3.962
H -1.132 2.322 -6.202
H -7.604 9.034 5.352
H 7.883 4.073 -1.088
H -6.404 9.389 3.081
H -1.560 -3.178 6.006
H 0.622 -8.393 4.783
H -6.065 5.799 3.211
H 8.425 5.192 1.311
H 6.211 5.792 -1.979
H -9.066 9.041 6.954
H 7.506 3.375 2.663
H 3.648 -12.358 -4.354
H -3.477 -3.952 4.470
H 5.624 5.240 0.247
H -2.652 -7.140 5.342
H -1.057 -8.715 4.271
H -1.231 3.931 -7.225
H 0.566 1.514 -7.568
H 1.355 0.424 -10.176
H -0.459 -9.073 5.950
H 5.718 7.492 -1.326
H -9.938 7.500 6.886
H 6.057 6.423 1.358
H -8.758 7.725 4.750
H 0.176 0.541 -11.425
H -5.668 7.685 4.702
H -1.790 2.443 -7.823
*
```

Output
HOMO-LUMO gap   5.23 eV
E   -69328.0097 eV
Highest occupied orbital energy   -8.7 eV

Atomic partial charges in e from the Mulliken method, atoms 1 to 4: atom 1 (P): 1.16, atom 2 (Na): 1.00, atom 3 (F): -0.36, atom 4 (F): -0.37


No. 5
This record from the OMol25 dataset describes the molecule C5H8N2. The level of theory is ωB97M-V with the def2-TZVPD basis set.

```
! wB97M-V def2-TZVPD RIJCOSX def2/J DEFGRID3
* xyz 0 1
N -0.921 2.123 1.653
N -2.261 0.581 0.410
C -1.137 1.043 0.820
C -0.074 -0.725 -0.342
C 0.263 -1.623 -1.213
C 0.044 0.226 0.554
C 1.767 -1.470 -1.436
H 2.238 -1.455 -0.436
H 0.914 0.252 1.212
H -0.253 -2.577 -1.311
H -1.702 2.750 1.765
H 2.058 -0.546 -1.944
H 2.128 -2.353 -1.955
H -3.033 1.188 0.677
H -0.031 2.588 1.547
*
```

Output
SMILES   [H]/N=C(\N)C=C=CC
HOMO-LUMO gap   8.80 eV
E   -8291.9681 eV
Energy relative to the best compared isomer or geometry (same formula, charge and spin)   69.8 kcal/mol
Highest occupied orbital energy   -8.2 eV

Atomic partial charges in e from the Mulliken method, atoms 1 to 4: atom 1 (N): -0.46, atom 2 (N): -0.60, atom 3 (C): 0.36, atom 4 (C): 0.28


No. 6
This record from the OMol25 dataset describes the molecule CH4Cl3N2P3 in a non-equilibrium geometry. The level of theory is ωB97M-V with the def2-TZVPD basis set.

```
! wB97M-V def2-TZVPD RIJCOSX def2/J DEFGRID3
* xyz 0 3
Cl 1.834 -4.155 1.917
Cl 1.661 0.557 3.607
Cl -0.200 -3.019 -0.221
P 0.528 -1.232 0.003
P 2.648 -2.324 2.115
P 1.024 -1.290 3.178
N 1.189 -0.821 -1.363
N 1.463 -1.228 1.462
C -0.998 -0.293 0.407
H -1.085 0.041 -0.599
H -1.804 -0.947 0.643
H -0.976 0.591 1.069
H 1.277 0.136 -1.654
*
```

Output
HOMO-LUMO gap (spin up / spin down)   6.19 / 5.88 eV
E   -69513.9277 eV
Highest occupied orbital energy (spin up / spin down)   -5.9 / -9.4 eV

Atomic partial charges in e from the Mulliken method, atoms 1 to 4: atom 1 (Cl): -0.17, atom 2 (Cl): -0.17, atom 3 (Cl): -0.22, atom 4 (P): 0.92